A molecular structure, C33H27Cl5N2NiOP, computed with ωB97M-V/def2-TZVPD.

Structure (XYZ):
```
70
C33H27Cl5N2NiOP, DFT ωB97M-V/def2-TZVPD
H 1.843 2.111 0.207
C 1.050 3.972 -0.463
N -2.432 1.830 -0.588
C -1.269 -1.087 -3.555
H 2.098 -2.536 1.231
C -1.687 -3.050 -2.149
Ni -0.153 -0.315 0.085
H -2.617 -6.331 1.899
C -0.643 -6.991 -0.758
C -4.962 -0.010 -1.372
Cl 3.438 0.192 6.150
C 1.405 -3.291 -1.206
C 3.197 0.092 4.438
C -1.278 3.898 -0.966
C -6.515 -0.382 0.892
C -1.473 -2.520 -3.355
Cl 0.541 -0.019 4.974
H 1.993 4.491 -0.378
H 0.759 -5.634 -1.619
C -1.735 -2.235 -0.877
C -1.428 -0.253 -2.510
H -0.940 -2.249 1.129
H -1.871 -4.114 -2.063
H -0.095 5.653 -1.193
H 2.202 -4.040 -1.160
C -1.277 2.539 -0.586
C 4.313 0.107 3.595
H -3.239 2.254 -1.014
H -1.328 0.818 -2.654
C -1.600 -7.204 0.220
C 0.967 2.639 -0.135
H -2.128 -8.147 0.279
H -6.785 -0.232 -2.481
P -2.519 0.232 0.092
H -1.016 -0.713 -4.539
Cl 2.538 -0.215 0.012
H 1.946 -4.287 1.372
C -1.200 -4.977 1.043
Cl 5.453 0.025 1.144
H -2.666 -2.534 -0.368
H -8.174 -0.555 -0.456
H 1.878 -2.313 -1.234
C -5.145 -0.178 1.013
C -1.873 -6.186 1.125
C 0.029 -5.776 -0.834
H 0.859 -3.419 -2.138
C 1.916 0.002 3.932
C 4.102 0.021 2.224
C 0.493 -3.386 0.020
H -2.206 4.358 -1.278
C -6.329 -0.207 -1.499
H -1.434 -4.193 1.752
C -7.108 -0.392 -0.362
H -0.414 -7.769 -1.476
C 1.383 -3.355 1.277
C -0.109 4.608 -0.909
C -1.719 -0.732 -1.172
C 2.818 -0.068 1.715
C -0.551 -2.251 0.104
H -4.342 0.090 -2.258
C -4.358 0.022 -0.113
H -7.118 -0.540 1.777
H 0.781 -3.224 2.179
H -1.463 -3.168 -4.227
H -4.677 -0.175 1.992
Cl 5.913 0.226 4.240
N -0.152 1.901 -0.219
C 1.647 -0.078 2.527
C -0.237 -4.740 0.058
O 0.468 -0.148 2.081
```

Summary:
energy relative to the best compared isomer or geometry (same formula, charge and spin)	20.2	kcal/mol
DFT total energy	-152632.3639	eV
largest force on an atom	0.96	eV/Å
charge	-1
multiplicity	1
Kohn-Sham gap (spin up / spin down)	6.101 / 6.216	eV